ORCA calculation (ωB97M-V/def2-TZVPD) on a structure of composition C23H27Cl33FNO3.

Each line ends with the Löwdin charge.
Element x y z (Å)
O -1.0937 0.6235 1.2555  0.09
C -0.6640 0.3730 0.1116  -0.34
C -1.3980 -0.4793 -1.0172  -0.09
C -2.9556 -0.7651 -0.7491  -0.15
C -3.7842 -0.1957 -2.0023  -0.23
N -5.0509 -0.9233 -2.2812  -0.10
C -6.0807 -0.7602 -1.2198  -0.20
C -6.4661 0.7484 -0.8462  -0.09
C -6.4640 1.9524 -1.8541  -0.05
C -6.8071 3.4192 -1.4413  -0.30
C -7.1747 3.6628 0.0581  -0.19
C -7.2288 2.4859 1.0745  0.01
C -6.8777 1.0117 0.6514  -0.18
O -6.9426 -0.0290 1.6365  -0.03
O 0.6383 0.9161 -0.2442  -0.05
C 0.5397 2.2891 -0.6267  -0.18
F -0.4521 2.5318 -1.6582  -0.11
H -1.2020 0.0746 -2.0135  0.09
H -0.8427 -1.4846 -1.1062  0.11
H -3.1360 -1.8725 -0.5272  0.12
H -3.2639 -0.1696 0.1784  0.12
H -3.8860 0.9373 -1.8803  0.11
H -3.1125 -0.3515 -2.9345  0.12
H -5.4168 -0.7445 -3.2233  0.10
H -7.0475 -1.2465 -1.6358  0.13
H -5.8244 -1.3819 -0.2779  0.12
H -6.1610 1.6811 -2.9333  0.10
H -6.7634 4.2379 -2.2409  0.04
H -7.4018 4.7236 0.3975  0.09
H -7.5024 2.6936 2.1666  0.10
H -7.2248 -0.8742 1.2149  0.10
H 0.2918 2.9930 0.2572  0.14
H 1.5329 2.6918 -1.0595  0.15
C 1.1947 -2.9155 1.8724  -1.50
Cl 0.2768 -3.1268 3.3725  0.47
Cl 2.8412 -3.5388 2.0524  0.50
Cl 0.3725 -3.7150 0.5242  0.54
H 1.2541 -1.8503 1.6554  0.01
C 1.7937 0.5696 -4.0523  -1.51
Cl 0.4529 -0.4860 -4.5206  0.52
Cl 3.2756 -0.3696 -3.8206  0.47
Cl 2.0418 1.8338 -5.2655  0.53
H 1.5389 1.0466 -3.1074  -0.01
C 1.7692 -0.9122 6.6803  -1.55
Cl 2.3998 -2.5593 6.5436  0.50
Cl 0.4659 -0.8424 7.8752  0.52
Cl 3.0638 0.2167 7.1055  0.52
H 1.3634 -0.6197 5.7135  0.01
C 7.2199 -0.3300 -2.1872  -1.51
Cl 6.2932 -0.5455 -0.6961  0.52
Cl 8.8667 -0.9484 -1.9923  0.52
Cl 6.4112 -1.1320 -3.5413  0.49
H 7.2773 0.7350 -2.4044  0.02
C 9.9081 0.5770 1.2121  -1.53
Cl 8.3212 0.9383 1.9043  0.52
Cl 10.2158 1.5939 -0.2035  0.51
Cl 11.1789 0.7979 2.4238  0.54
H 9.9147 -0.4641 0.8941  0.00
C -3.5414 5.4473 -1.1477  -1.47
Cl -1.9407 4.9519 -0.5757  0.54
Cl -4.7891 4.3166 -0.5868  0.71
Cl -3.9096 7.0945 -0.6113  0.52
H -3.5338 5.4361 -2.2364  0.02
C 3.0284 -7.3210 3.6147  -1.52
Cl 4.1683 -7.0958 2.2791  0.52
Cl 1.8747 -5.9825 3.6800  0.47
Cl 2.1811 -8.8664 3.4548  0.52
H 3.5910 -7.3339 4.5463  0.02
C 13.1864 3.6313 0.8574  -1.57
Cl 12.7642 4.2799 2.4483  0.51
Cl 12.4736 4.6190 -0.4262  0.51
Cl 14.9437 3.5413 0.6692  0.52
H 12.7813 2.6238 0.7795  -0.05
C -9.6856 5.6800 -3.0182  -1.53
Cl -8.2318 6.6865 -2.9270  0.52
Cl -9.2933 4.0773 -3.6566  0.54
Cl -10.4491 5.5461 -1.4281  0.52
H -10.3898 6.1565 -3.6974  0.01
C -1.1319 -6.0900 6.6508  -1.52
Cl -2.4785 -7.1422 6.1925  0.53
Cl 0.3443 -7.0370 6.8864  0.51
Cl -0.8794 -4.8349 5.4284  0.46
H -1.3813 -5.6053 7.5928  0.02
C 3.1186 -3.8686 -5.7108  -1.51
Cl 3.7571 -5.5131 -5.8490  0.53
Cl 1.8105 -3.8088 -4.5213  0.51
Cl 4.4070 -2.7356 -5.2767  0.46
H 2.7160 -3.5750 -6.6783  0.02

Values from the calculation:
- HOMO level: -7.9669 eV

ORCA calculation (ωB97M-V/def2-TZVPD) on a structure of composition C23H27Cl3HfO4PS.

Each line ends with the Löwdin charge.
Element x y z (Å)
Hf 10.2060 10.2477 11.7682  1.55
O 10.2618 9.1996 13.5660  -0.08
C 8.9596 9.3311 13.5603  -0.63
O 8.4749 10.4489 13.3800  -0.01
C 8.2282 8.0056 13.5035  -0.15
C 7.8021 7.1889 14.5736  -0.01
C 7.2790 5.9865 14.2780  -0.06
C 7.1089 5.5888 12.9405  -0.08
C 7.4734 6.3555 11.9004  -0.10
C 8.1100 7.6042 12.1989  -0.57
S 8.7325 8.4886 10.8234  0.71
H 7.9849 7.4307 15.5800  0.11
H 6.8998 5.3130 15.0575  0.13
H 6.5494 4.6805 12.7228  0.12
H 7.3090 6.0907 10.8206  0.13
C 6.5035 11.8119 10.9177  -0.09
C 7.3331 13.0624 11.3703  -0.66
C 7.0492 13.3408 12.8792  -0.06
C 6.7827 14.2053 10.5295  -0.08
P 9.0831 12.6556 10.9466  1.10
C 9.1904 12.7884 9.1292  -0.35
C 9.2899 14.0208 8.5171  -0.11
C 9.2854 14.0504 7.1411  -0.07
C 9.1862 12.9161 6.3871  -0.07
C 9.1228 11.6878 6.9843  -0.06
C 9.1483 11.6067 8.3671  -0.11
C 10.2301 13.9433 11.7576  -0.59
C 9.7717 15.4362 11.8920  -0.06
C 10.4129 13.3606 13.1826  -0.10
C 11.5499 14.0003 10.8898  -0.07
H 5.3853 12.0720 10.9094  0.13
H 6.6977 10.9531 11.5458  0.05
H 6.7316 11.5695 9.8867  0.06
H 5.9469 13.4421 13.0210  0.11
H 7.5777 14.2234 13.2268  0.06
H 7.3390 12.4696 13.4676  0.06
H 5.8386 14.5912 10.8957  0.10
H 6.5407 13.7997 9.5212  0.10
H 7.5723 14.9322 10.3606  0.05
H 9.2719 14.9502 9.0348  0.09
H 9.3473 15.0586 6.6852  0.13
H 9.1516 13.0902 5.3185  0.12
H 9.0486 10.7234 6.4527  0.13
H 9.0400 10.6416 8.8706  0.06
H 8.9721 15.5629 12.6109  0.06
H 9.3279 15.8880 10.9563  0.09
H 10.5355 16.0886 12.2794  0.08
H 9.4600 13.1963 13.6384  0.04
H 11.0106 13.9576 13.8510  0.10
H 10.8611 12.3156 13.2781  0.07
H 11.4015 14.3640 9.8936  0.06
H 12.2038 13.1202 10.9012  0.05
H 12.2422 14.6721 11.3943  0.09
Cl 14.4044 9.0187 9.4319  0.69
C 13.6583 10.6172 9.5136  -1.57
Cl 14.8027 11.7098 10.3149  0.65
Cl 13.2103 11.3260 8.0272  0.72
C 12.3948 10.4143 10.3455  -0.76
O 12.3793 10.6144 11.5852  -0.11
O 11.2807 10.0567 9.7797  -0.18

Values from the calculation:
- HOMO level: -11.4714 eV
- Net charge: +1

ORCA calculation (ωB97M-V/def2-TZVPD) on an isolated molecule of C23H27ClFN3O4S.

Each line ends with the Löwdin charge.
Element x y z (Å)
O -1.2853 -3.0949 4.5725  0.04
C -0.4902 -3.1683 3.6538  -0.51
C -0.7035 -4.2133 2.5568  -0.07
C 0.2281 -4.2063 1.3471  -0.17
N 0.1072 -3.0185 0.5259  0.08
C 1.0904 -2.1027 0.4142  -0.45
O 2.0974 -2.1570 1.0991  0.05
C 0.8281 -0.9984 -0.5952  -0.23
C 1.9507 0.0384 -0.5490  -0.11
C 1.6717 1.1572 -1.5457  -0.20
N 1.4870 0.6088 -2.8702  -0.22
S 1.5384 1.7288 -4.1011  0.67
O 1.3554 1.0196 -5.3312  -0.28
O 2.7175 2.5176 -3.9144  -0.28
C 0.1015 2.7682 -3.8106  -0.27
C -1.1189 2.3983 -4.3437  -0.06
C -2.2446 3.1536 -4.0627  0.00
C -2.1084 4.2637 -3.2450  -0.30
F -3.1987 4.9988 -2.9639  0.07
C -0.8888 4.6461 -2.7102  -0.01
C 0.2276 3.8807 -2.9997  -0.06
C 0.4219 -0.3598 -2.9636  -0.20
C 0.7120 -1.5312 -2.0275  -0.11
N 0.5852 -2.3743 3.5410  0.09
C 0.8730 -1.3158 4.4865  -0.14
C -0.2690 -0.2890 4.6014  -0.13
C -0.6586 0.2841 3.2720  -0.22
C 0.0273 1.3609 2.7227  -0.02
C -0.3477 1.9023 1.5058  -0.11
C -1.4194 1.3524 0.8225  -0.67
Cl -1.9090 2.0294 -0.7071  0.75
C -2.1092 0.2688 1.3415  -0.11
C -1.7244 -0.2565 2.5618  -0.02
H -1.7403 -4.1051 2.2273  0.12
H -0.6320 -5.1883 3.0446  0.12
H 1.2732 -4.2805 1.6561  0.13
H -0.0052 -5.0784 0.7260  0.12
H -0.7431 -2.9044 -0.0012  0.14
H -0.1182 -0.5192 -0.3188  0.13
H 2.8939 -0.4493 -0.7947  0.13
H 2.0316 0.4525 0.4563  0.12
H 0.7767 1.7141 -1.2309  0.08
H 2.5161 1.8439 -1.6082  0.12
H -1.1678 1.5351 -4.9879  0.12
H -3.2132 2.8975 -4.4618  0.12
H -0.8294 5.5214 -2.0829  0.12
H 1.2029 4.1418 -2.6214  0.12
H -0.5465 0.0925 -2.6925  0.11
H 0.3858 -0.6861 -4.0034  0.12
H 1.6532 -1.9980 -2.3194  0.14
H -0.0867 -2.2691 -2.1184  0.12
H 1.2222 -2.4569 2.7602  0.08
H 1.7892 -0.8275 4.1526  0.13
H 1.0369 -1.7495 5.4789  0.13
H -1.1267 -0.7934 5.0457  0.11
H 0.0624 0.5054 5.2716  0.12
H 0.8575 1.7955 3.2597  0.12
H 0.1801 2.7494 1.0962  0.11
H -2.9466 -0.1466 0.8021  0.11
H -2.2704 -1.0883 2.9805  0.12

Values from the calculation:
- HOMO level: -9.2759 eV
- SMILES: O=C(CCNC(=O)C1CCN(S(=O)(=O)c2ccc(F)cc2)CC1)NCCc1ccc(Cl)cc1

ORCA calculation (ωB97M-V/def2-TZVPD) on a structure of composition C23H27CoFN2O2SiTe.

Each line ends with the Löwdin charge.
Element x y z (Å)
Co 4.1459 -18.4341 1.0718  0.57
N 2.9973 -19.8273 -0.2555  -0.02
C 3.3445 -21.2438 0.0793  -0.14
C 4.3855 -21.3219 1.1756  -0.65
O 4.8355 -22.4317 1.4846  0.03
O 4.7229 -20.1849 1.6272  -0.18
H 2.0194 -19.4960 -0.2104  0.11
H 3.3449 -19.5550 -1.1737  0.09
H 3.6371 -21.7474 -0.8721  0.13
H 2.4407 -21.8552 0.2719  0.13
C 6.9020 -15.2563 -0.3728  -0.17
Si 5.9870 -16.7992 -0.9005  0.35
C 7.0381 -18.3003 -0.3527  -0.16
C 5.8516 -16.7546 -2.7481  -0.19
N 4.4460 -16.8874 -0.1375  -0.15
C 3.3893 -16.0217 -0.3334  -0.31
C 3.3325 -14.9988 -1.2961  -0.04
C 2.2624 -14.1455 -1.3419  -0.13
C 1.1737 -14.2536 -0.5519  -0.11
C 1.1234 -15.3083 0.3351  -0.03
C 2.1949 -16.1148 0.4261  -0.24
F 2.1836 -17.1120 1.3596  -0.03
H 6.3524 -14.3366 -0.6235  0.03
H 7.8803 -15.1536 -0.9050  0.05
H 7.0972 -15.3286 0.6969  0.00
H 8.1279 -18.1746 -0.5780  0.05
H 6.6709 -19.1632 -0.9338  0.03
H 6.8745 -18.6741 0.6653  0.00
H 5.9969 -15.7746 -3.1247  0.00
H 4.8507 -17.2105 -3.0541  0.06
H 6.6633 -17.3802 -3.2187  0.05
H 4.1577 -14.8388 -1.9877  0.09
H 2.3955 -13.3157 -2.0765  0.12
H 0.3286 -13.6057 -0.7814  0.11
H 0.2676 -15.5547 0.8904  0.11
Te 4.3306 -17.7210 3.7433  1.55
C 3.7719 -15.7251 3.9006  -0.53
C 3.9559 -14.7628 2.8698  -0.12
C 3.4156 -13.5161 3.0169  -0.07
C 2.6438 -13.1637 4.1368  -0.07
C 2.4539 -14.1152 5.1026  -0.09
C 2.9927 -15.3838 4.9704  -0.17
C 6.4416 -17.5335 3.6470  -0.48
C 7.1551 -16.3402 3.4122  -0.10
C 8.5212 -16.4339 3.2275  -0.10
C 9.1349 -17.6424 3.2064  -0.10
C 8.4451 -18.7972 3.5803  -0.07
C 7.0882 -18.7336 3.8164  -0.17
H 4.4889 -15.0619 1.9964  0.08
H 3.4678 -12.7258 2.2493  0.12
H 2.1625 -12.1953 4.2797  0.11
H 1.9912 -13.8729 6.0108  0.09
H 2.8108 -16.2336 5.6606  0.09
H 6.6557 -15.4281 3.2276  0.08
H 9.0084 -15.6025 2.7700  0.10
H 10.1702 -17.6673 2.8769  0.11
H 9.0580 -19.7086 3.6060  0.12
H 6.5220 -19.6188 3.9758  0.08

Values from the calculation:
- HOMO level (spin up / spin down): -7.6603 / -7.7838 eV
- Multiplicity: 4

no.,largest force on an atom (eV Å⁻¹),energy (eV)
1,5.05,-447871.09719
2,3.16,-91474.70263
3,1.01,-63026.71326
4,3.06,-86880.77003